# 1
Formula: C32H38N7OPTi
Source: OMol25
Level of theory: ωB97M-V/def2-TZVPD

The geometry in XYZ format:
```
80
Properties=species:S:1:pos:R:3:mulliken_spin:R:1
Ti 0.02682 -0.17470 -0.22185 0.975
C 2.50176 -1.67754 0.95737 0.016
C 1.53305 -2.85050 1.08335 0.005
C 0.74887 -3.17237 -0.16800 0.006
C 0.73560 -4.45862 -0.68164 0.000
C -0.02930 -4.75168 -1.79832 0.001
C -0.77740 -3.74326 -2.39219 0.003
C -0.71291 -2.48649 -1.84430 0.059
N 0.02916 -2.19285 -0.75712 -0.048
N 1.82205 -0.34379 1.03493 0.005
C 2.68293 0.71362 0.40903 0.008
C 2.79057 0.41368 -1.05752 0.021
C 3.97387 0.51414 -1.75763 -0.002
C 4.00525 0.10352 -3.08192 0.007
C 2.85023 -0.41761 -3.64587 0.003
C 1.70720 -0.47616 -2.87968 0.038
N 1.65398 -0.06040 -1.60338 -0.037
C 1.56535 0.03301 2.43829 0.012
C 0.46191 1.05121 2.52674 0.014
C 0.19612 1.70478 3.71277 0.003
C -0.85091 2.60733 3.76092 0.000
C -1.60798 2.82065 2.61460 0.000
C -1.28455 2.12993 1.47318 0.019
N -0.25100 1.25944 1.40492 -0.020
H 3.02221 -1.73513 0.00558 -0.001
H 3.26170 -1.72743 1.73797 0.000
H 0.81448 -2.65602 1.88807 0.001
H 2.09787 -3.73276 1.37310 0.000
H 1.32032 -5.22901 -0.19587 0.000
H -0.04990 -5.75846 -2.19874 0.000
H -1.39438 -3.92928 -3.26180 -0.001
H -1.29640 -1.67450 -2.25915 -0.013
H 3.66890 0.74054 0.87184 -0.001
H 2.21436 1.68420 0.57160 -0.002
H 4.86250 0.89231 -1.26566 0.000
H 4.92316 0.16461 -3.65578 0.000
H 2.83099 -0.77623 -4.66652 0.000
H 0.79362 -0.86913 -3.29924 -0.009
H 2.48115 0.41428 2.89155 -0.002
H 1.28330 -0.85956 2.99292 -0.003
H 0.81034 1.51373 4.58571 0.000
H -1.07590 3.13764 4.67866 0.000
H -2.43768 3.51430 2.60562 0.000
H -1.87487 2.25509 0.57846 -0.010
C -4.51581 -1.11899 -0.05975 0.001
N -3.65837 -1.60581 1.03949 0.003
C -4.17137 -2.40283 2.02154 -0.001
C -3.40573 -2.84866 3.03154 0.003
C -2.04656 -2.43779 3.03024 0.001
N -1.53714 -1.66922 2.05361 0.011
C -2.34360 -1.26383 1.07826 0.013
O -1.89624 -0.53760 0.11654 -0.053
N -1.22707 -2.82528 4.00576 0.000
H -5.53411 -1.43525 0.14257 0.000
H -4.18705 -1.53957 -1.00615 0.000
H -4.47039 -0.03712 -0.10924 0.000
H -5.22072 -2.64755 1.93360 0.000
H -3.81502 -3.47905 3.80713 0.000
H -1.55881 -3.39938 4.76307 0.000
H -0.27600 -2.50569 4.04654 0.000
C -0.62740 1.54790 -3.74622 -0.001
P -0.79377 1.69998 -1.93372 -0.019
C 0.29654 3.12308 -1.60426 0.006
C -2.48362 2.32068 -1.79138 -0.005
C -2.78354 3.63163 -1.42778 -0.004
C -4.10573 4.06786 -1.42686 0.001
C -5.12564 3.20405 -1.79933 -0.001
C -4.82976 1.89623 -2.16961 0.001
C -3.51508 1.45507 -2.15627 -0.002
H -1.24484 0.73597 -4.13180 -0.001
H 0.40534 1.39834 -4.05198 0.001
H -0.98534 2.48274 -4.17672 -0.001
H 0.01024 3.96658 -2.23332 -0.001
H 1.32078 2.84760 -1.86212 0.000
H 0.26379 3.43408 -0.56034 0.000
H -2.00143 4.32995 -1.15237 0.000
H -4.33351 5.09089 -1.15278 0.000
H -6.15125 3.55272 -1.81565 0.000
H -5.62486 1.22936 -2.48244 0.000
H -3.28929 0.43707 -2.45821 0.000
```

Calculated values
HOMO level (alpha / beta) = -16.39 / -16.39 eV
HOMO-LUMO gap (alpha / beta) = 7.8 / 7.9 eV
Energy above the lowest of the compared OMol25 structures with the same formula, charge and spin = 13.1 kcal per mole
Charge = +3
<S²> = 0.75
2S+1 = 2



# 2
Formula: C32H38N7OPdS2
Source: OMol25
Level of theory: ωB97M-V/def2-TZVPD

The geometry in XYZ format:
```
81
Properties=species:S:1:pos:R:3:mulliken_charge:R:1
Pd 0.69142 0.24834 0.12537 0.490
C 5.43664 -3.83572 -2.70303 -1.455
C 4.59959 -2.77413 -2.11422 0.839
C 5.01794 -1.43008 -2.17347 -0.993
C 4.25644 -0.46547 -1.55830 -0.187
C 3.15532 -0.79128 -0.78217 0.541
N 2.58429 0.20113 -0.09111 0.568
C 3.18226 1.14129 0.63563 1.200
C 4.31708 0.86456 1.36880 0.146
C 5.01484 1.84719 2.07354 -1.048
C 4.54436 3.17714 2.06856 0.659
C 5.33522 4.31688 2.63555 -1.450
C 3.31410 3.46044 1.44813 -0.813
C 2.61062 2.48768 0.72780 -0.864
N 1.53827 2.88800 -0.08967 0.879
C 1.28342 4.12214 -0.61482 -0.076
C 0.43917 3.97475 -1.70156 -1.053
C 0.19251 2.60063 -1.83486 -0.634
N 0.85500 1.98113 -0.82426 -0.666
C 2.66506 -2.17247 -0.71424 -0.634
C 3.42522 -3.11756 -1.42879 -0.894
N 1.88057 -2.49359 0.38223 0.707
C 1.83485 -3.65285 1.12951 -0.099
C 1.19534 -3.40392 2.32802 -0.923
C 0.74167 -2.05601 2.23184 -0.989
N 1.10930 -1.54786 1.04443 -0.355
H 6.49140 -3.48175 -2.78062 0.348
H 5.10385 -4.10500 -3.69794 0.272
H 5.46844 -4.72509 -2.07089 0.344
H 5.94394 -1.22551 -2.70462 0.294
H 4.55060 0.59568 -1.53587 0.430
H 4.69202 -0.15591 1.29418 0.466
H 5.96211 1.62818 2.57617 0.243
H 6.16480 3.88317 3.19327 0.346
H 4.72295 4.92290 3.29162 0.337
H 5.74667 4.96152 1.84695 0.261
H 2.90113 4.45333 1.52316 0.375
H 1.73461 5.01245 -0.18911 0.306
H 0.06525 4.78900 -2.30930 0.415
H -0.34705 1.98284 -2.55657 0.447
H 3.10440 -4.17011 -1.48723 0.373
H 2.31305 -4.55536 0.76925 0.324
H 1.08333 -4.08238 3.15284 0.438
H 0.24671 -1.44652 2.96768 0.515
C -3.40131 0.56589 1.13400 -0.542
S -2.20597 1.32953 -0.02800 0.287
O -2.57696 0.65008 -1.34981 -0.539
C -2.86016 3.02861 -0.14420 0.364
C -3.70273 3.36520 -1.17610 -0.456
C -4.45555 4.54080 -1.08095 -0.462
C -4.39727 5.30910 0.08068 -0.447
C -3.41570 5.03907 1.04833 -0.458
C -2.73407 3.83359 0.99506 -0.522
H -4.32489 1.14152 1.21756 0.409
H -2.97202 0.47367 2.12766 0.335
H -3.51590 -0.43941 0.71844 -0.153
H -3.83100 2.66060 -2.00279 0.383
H -5.05489 4.89567 -1.92111 0.350
H -5.08226 6.13335 0.20477 0.377
H -3.19338 5.76740 1.84978 0.332
H -2.03177 3.54589 1.82882 0.269
C -4.26512 -4.75742 0.36218 -1.178
N -3.48336 -3.57677 0.65324 0.419
C -2.86675 -3.48322 1.96062 -0.923
C -3.03364 -2.82359 -0.39173 -0.548
S -1.38477 -2.52242 -0.65497 0.038
N -3.98348 -2.44630 -1.25844 0.489
C -3.60423 -1.98490 -2.57636 -1.064
C -5.38142 -2.24689 -0.91187 -1.281
H -3.70973 -5.63622 0.64360 0.394
H -4.49378 -4.82132 -0.70959 0.326
H -5.18611 -4.74670 0.96425 0.319
H -3.67048 -3.54925 2.69912 0.332
H -2.33539 -2.53603 2.05416 0.149
H -2.17888 -4.32232 2.13708 0.316
H -2.88832 -2.67817 -3.05663 0.358
H -3.16216 -0.99688 -2.54659 0.229
H -4.52942 -1.98257 -3.15015 0.461
H -5.54969 -2.17327 0.15227 0.374
H -5.98466 -3.08197 -1.32886 0.324
H -5.72149 -1.32614 -1.39539 0.509
```

Calculated values
HOMO level (alpha / beta) = -0.45 / -0.44 eV
HOMO-LUMO gap (alpha / beta) = 2.8 / 2.8 eV
Energy above the lowest of the compared OMol25 structures with the same formula, charge and spin = 56.2 kcal per mole
Charge = -1
2S+1 = 1



# 3
Formula: C32H39As2F6N3O8PPb
Source: OMol25
Level of theory: ωB97M-V/def2-TZVPD

The geometry in XYZ format:
```
92
Properties=species:S:1:pos:R:3:mulliken_spin:R:1
Pb 0.31328 0.32629 -0.18466 -0.034
C -2.45343 3.59822 1.50739 -0.001
C -1.88980 2.23655 1.86680 -0.012
C -2.10073 1.92439 3.34337 -0.003
O -0.48252 2.26843 1.56109 0.002
C -2.57765 1.13672 1.05288 0.042
O -3.77547 1.22605 0.82348 0.029
O -1.87270 0.10231 0.66005 0.225
H -2.04588 4.35742 2.17785 0.000
H -3.53890 3.58458 1.57938 0.000
H -2.17377 3.85881 0.48302 0.001
H -1.65851 2.70497 3.96643 0.000
H -1.63577 0.97228 3.60734 0.000
H -3.16835 1.86657 3.55531 0.000
H 0.01937 1.87520 2.28826 0.000
C -1.50780 -2.52762 3.26104 0.029
As -1.03898 -2.32081 1.41947 0.556
C 0.10091 -3.84934 1.07154 0.090
C -2.66218 -2.64196 0.41486 0.056
C -3.79872 -3.06235 1.09522 0.020
C -4.98953 -3.23597 0.40177 -0.001
C -5.04531 -2.97165 -0.95576 0.016
C -3.90919 -2.53805 -1.63130 -0.007
C -2.70870 -2.36776 -0.95673 -0.092
As -1.13221 -1.60040 -1.81058 -0.011
C -0.26157 -3.17903 -2.52941 0.001
C -1.79644 -0.79936 -3.42564 0.015
H -2.24258 -1.78328 3.55466 0.003
H -0.59805 -2.40832 3.84390 -0.015
H -1.90322 -3.53902 3.35389 0.030
H -0.56189 -4.67560 0.81904 0.011
H 0.66054 -4.03168 1.98607 0.007
H 0.80494 -3.64977 0.26943 0.001
H -3.77884 -3.24847 2.16024 0.000
H -5.87476 -3.55799 0.93384 -0.001
H -5.98036 -3.08207 -1.48989 0.000
H -3.97412 -2.31214 -2.68766 0.000
H -0.85036 -3.55707 -3.36374 0.002
H -0.18105 -3.95236 -1.77083 0.000
H 0.73077 -2.89112 -2.87292 0.000
H -2.32186 -1.54585 -4.01652 0.003
H -0.92036 -0.43129 -3.95760 -0.002
H -2.44077 0.04285 -3.18097 -0.003
F 1.71196 -1.64744 1.85062 0.012
P 2.04930 -0.68162 3.16550 -0.001
F 0.43714 -0.25546 3.13243 0.008
F 1.65872 -1.93058 4.11009 -0.001
F 2.26746 0.25672 4.42863 0.000
F 2.32987 0.54910 2.15898 0.003
F 3.56806 -1.12340 3.11415 0.001
O 1.15008 1.62881 -3.68346 0.000
C 1.73791 0.62930 -3.27138 -0.003
O 1.31012 -0.19392 -2.38081 0.018
C 3.09958 0.29274 -3.84615 0.002
C 3.62758 1.05929 -4.87855 0.000
C 4.87759 0.76773 -5.40940 0.000
C 5.61647 -0.29486 -4.91002 0.000
C 5.06716 -1.04573 -3.89004 0.000
C 3.82782 -0.77698 -3.34716 0.001
N 5.84020 -2.19930 -3.36252 0.000
O 5.26810 -2.96722 -2.61740 0.000
O 6.99902 -2.30616 -3.70874 0.000
H 3.03669 1.88704 -5.24866 0.000
H 5.28179 1.36751 -6.21502 0.000
H 6.59370 -0.54675 -5.29522 0.000
H 3.43102 -1.38597 -2.54960 0.000
C -2.14088 5.80258 -3.41330 0.000
N -1.25256 4.76181 -2.92535 0.000
N -1.72996 3.50455 -2.60702 0.001
C -0.83895 2.87675 -1.78840 -0.001
O -1.03329 1.67758 -1.46455 0.004
C 0.18799 3.82026 -1.51079 0.000
C -0.11590 4.95081 -2.21064 -0.002
C 0.59070 6.26102 -2.25476 0.000
C -2.80958 2.86413 -3.28094 0.000
C -2.82789 2.79318 -4.66543 0.000
C -3.86666 2.12092 -5.29349 0.000
C -4.85694 1.50564 -4.53629 0.000
C -4.81390 1.57173 -3.14869 -0.001
C -3.79312 2.26127 -2.51040 -0.001
H -2.99623 5.33926 -3.89436 0.000
H -1.61585 6.40672 -4.14924 0.000
H -2.49742 6.44025 -2.60218 0.000
H 1.05856 3.64902 -0.89890 0.001
H 1.51436 6.19675 -1.68450 0.000
H -0.02292 7.05596 -1.82508 0.000
H 0.83584 6.53999 -3.28075 0.000
H -2.02484 3.24073 -5.23935 0.000
H -3.89055 2.06247 -6.37427 0.000
H -5.65770 0.96893 -5.02977 0.000
H -5.57753 1.09024 -2.55023 0.000
H -3.74784 2.30281 -1.42801 0.001
```

Calculated values
HOMO level (alpha / beta) = -8.68 / -8.65 eV
HOMO-LUMO gap (alpha / beta) = 8.8 / 5.8 eV
<S²> = 0.75
2S+1 = 2



# 4
Formula: C32H39Cl2N2O5P3V
Source: OMol25
Level of theory: ωB97M-V/def2-TZVPD

The geometry in XYZ format:
```
84
Properties=species:S:1:pos:R:3:mulliken_spin:R:1
V -0.76650 0.60093 -0.09577 1.136
O 1.29671 0.46738 -0.63785 0.001
C 2.09948 1.01513 0.39216 0.002
C 1.32908 2.14087 1.03742 -0.032
C 1.90848 3.17635 1.74761 0.019
C 1.10358 4.13589 2.34788 -0.051
C -0.27816 4.01243 2.21925 0.023
C -0.79225 2.96303 1.49444 -0.015
N -0.01302 2.03667 0.89593 -0.072
H 1.34917 -0.56902 -0.61749 -0.031
H 3.04959 1.37994 -0.00792 -0.004
H 2.32619 0.24563 1.14308 -0.006
H 2.98471 3.22241 1.85286 0.001
H 1.53581 4.94992 2.91216 -0.004
H -0.94331 4.72833 2.68046 0.001
H -1.85716 2.83058 1.34739 -0.006
C -1.36300 -0.91594 -4.95728 0.000
P -0.06946 -0.76200 -3.63305 0.000
C 1.06269 -2.05488 -4.31240 -0.001
C 0.75148 0.76593 -4.20398 0.001
C 1.53927 0.75461 -5.35359 0.001
C 2.13700 1.90713 -5.82505 0.000
C 1.97845 3.08876 -5.12914 0.000
C 1.21776 3.12107 -3.97412 -0.002
C 0.57261 1.98026 -3.49048 -0.009
P -0.56525 2.13793 -2.02967 -0.005
C -0.17444 3.86251 -1.51448 -0.002
C -2.12776 2.49339 -2.93302 0.005
H -0.91590 -0.78506 -5.94341 0.000
H -2.15754 -0.18330 -4.83226 0.000
H -1.79734 -1.91489 -4.88678 0.000
H 1.03395 -2.07547 -5.40254 0.000
H 0.73336 -3.02173 -3.93194 0.000
H 2.07826 -1.87328 -3.96250 0.000
H 1.67774 -0.16799 -5.90278 0.000
H 2.72859 1.88627 -6.73117 0.000
H 2.44560 3.99673 -5.48825 0.000
H 1.13091 4.06373 -3.45249 0.000
H 0.85485 3.93033 -1.16000 0.001
H -0.84117 4.13158 -0.69737 -0.001
H -0.33318 4.56365 -2.33249 0.000
H -1.92891 3.10110 -3.81557 -0.001
H -2.79559 3.01850 -2.24913 0.001
H -2.60941 1.56115 -3.21790 -0.001
O -4.46915 -0.45470 0.44059 -0.002
C -3.42874 0.05696 0.80834 0.028
O -2.72246 0.92111 0.15470 -0.009
C -2.85604 -0.30503 2.18968 -0.012
P -1.04547 -0.58028 2.01222 0.029
C -0.50868 -0.09425 3.71487 0.000
C -1.18973 -0.62315 4.81320 -0.003
C -0.77093 -0.34563 6.10196 0.000
C 0.33358 0.46890 6.31953 -0.001
C 1.01172 1.00271 5.23817 0.000
C 0.59917 0.71070 3.94415 0.011
C -0.74669 -2.35945 2.31953 0.007
C -1.73037 -3.33418 2.41994 -0.004
C -1.39237 -4.62323 2.81292 0.000
C -0.07821 -4.94508 3.10141 0.000
C 0.91101 -3.97593 2.98859 0.001
C 0.57896 -2.69373 2.59636 -0.005
H -3.39523 -1.14050 2.62880 -0.001
H -2.97630 0.57197 2.82964 0.001
H -2.04164 -1.27440 4.66050 0.000
H -1.30266 -0.76455 6.94661 0.000
H 0.66860 0.67354 7.32791 0.000
H 1.86595 1.65031 5.39114 -0.001
H 1.15634 1.10336 3.10961 -0.008
H -2.76972 -3.09971 2.21818 0.000
H -2.16496 -5.37582 2.90639 0.000
H 0.17925 -5.94850 3.41383 0.000
H 1.94128 -4.21791 3.20575 0.000
H 1.35081 -1.93546 2.52196 0.001
N -1.69955 -1.51442 -0.62710 -0.006
H -0.89760 -2.04457 -0.96434 0.000
H -2.33687 -1.31449 -1.39151 0.005
H -2.19732 -2.12409 0.01586 -0.001
Cl 0.19012 -4.74789 -0.76507 0.000
C 1.89995 -4.27434 -0.69313 0.000
Cl 2.79507 -5.37019 0.36270 0.000
C 2.08364 -2.76161 -0.29702 0.003
O 3.17023 -2.42027 0.14680 0.001
O 1.08683 -2.02752 -0.57893 0.019
H 2.30217 -4.41523 -1.69349 0.000
```

Calculated values
HOMO level (alpha / beta) = -7.24 / -6.22 eV
HOMO-LUMO gap (alpha / beta) = 7.4 / 6.2 eV
<S²> = 0.80
2S+1 = 2



| no. | strongest force on any atom (eV/A) |
| --- | --- |
| 1 | 1.15 |
| 2 | 5.58 |
| 3 | 1.13 |
| 4 | 2.41 |